Here is 13 unconnected molecules or ions with the total composition C22H70N8O22 from the Open Molecules 2025 dataset. Energies are from ωB97M-V/def2-TZVPD.

Output
**LUMO level**: -0.25 eV
**HOMO energy**: -9.384 eV
**Relative energy (zero: lowest compared OMol25 entry of this formula, charge and spin)**: 193.5 kcal/mol
**HOMO-LUMO gap**: 9.131 eV
**Electronic energy**: -2973.2953 Eh
**Maximum force**: 0.178 hartree/bohr
**Net charge**: 0

XYZ file:
```
122
Properties=species:S:1:pos:R:3:forces:R:3
C -2.053428 -3.565461 -6.914622 1.83 -0.44 1.73
C -2.896328 -2.484621 -6.240542 -0.50 0.17 -1.82
O -4.016128 -3.025871 -5.570582 -0.16 -0.63 0.07
O -2.585068 -4.376061 -7.948612 -0.39 0.46 0.91
H -1.679518 -4.147201 -6.072082 -0.39 -0.96 0.18
H -1.064768 -3.240291 -7.238542 -0.31 1.03 -0.50
H -3.204508 -1.904531 -7.110382 -0.39 0.71 0.24
H -2.363108 -1.860401 -5.523512 0.61 -0.10 -0.32
H -4.781468 -2.459121 -5.691642 0.09 0.01 -0.06
H -2.954338 -5.113151 -7.456732 -0.38 -0.23 -0.43
C 5.300992 2.171789 -7.357672 0.29 -1.06 -0.31
C 4.330972 1.027769 -7.673962 -0.26 1.09 0.11
O 3.431232 0.824189 -6.557712 0.04 0.30 -0.82
O 6.110092 1.774699 -6.265502 -0.19 0.48 0.20
H 4.779822 3.099119 -7.119862 -0.28 0.00 -0.07
H 5.955112 2.369139 -8.206962 -0.01 -0.09 -0.11
H 4.842032 0.131229 -8.024882 0.13 -0.12 0.50
H 3.760072 1.380999 -8.532682 -0.58 -0.18 0.10
H 3.733862 0.166609 -5.927152 0.41 -0.12 -0.27
H 5.500392 1.943189 -5.543362 0.41 -0.26 0.70
C 3.889022 -4.826931 -3.371422 0.01 -0.68 -2.04
C 3.475062 -5.767281 -2.286472 0.87 0.40 1.31
O 2.117332 -5.693731 -2.013202 -1.25 -0.08 -0.09
O 3.741942 -3.453571 -3.097042 -0.31 -0.14 0.73
H 3.238072 -5.041621 -4.218932 -0.10 0.14 -0.17
H 4.898542 -4.999751 -3.744392 0.28 -0.33 0.26
H 3.969022 -5.437531 -1.372482 0.67 -0.12 0.33
H 3.741152 -6.816491 -2.414802 0.05 0.14 -0.51
H 1.960762 -4.780241 -1.762962 -0.35 0.13 -0.01
H 4.290802 -3.316821 -2.321382 0.14 0.59 0.20
C 3.533232 7.735319 -1.055312 -1.60 -0.70 1.25
C 3.902362 7.139539 0.351758 1.51 1.24 -0.64
O 3.500002 7.971649 1.445938 -0.75 0.12 -0.22
O 4.058262 8.994609 -1.388302 0.72 -0.26 -0.04
H 2.443742 7.766379 -1.043452 -0.41 0.37 0.11
H 3.680702 7.034669 -1.877162 0.86 0.01 0.13
H 4.986552 7.164969 0.461248 0.28 -0.72 -0.58
H 3.540592 6.122729 0.504488 -0.22 0.10 -0.23
H 4.292432 8.399929 1.777958 -0.19 0.03 0.02
H 3.730452 9.681889 -0.803672 -0.24 -0.20 0.19
C -3.198508 -7.474811 0.212168 -0.37 -0.88 -1.16
C -3.654218 -6.048231 -0.190192 -0.14 -1.77 1.62
O -3.086208 -5.083161 0.697758 -0.02 -0.09 -0.88
O -3.976458 -8.116501 1.243968 0.12 1.06 -0.05
H -2.133988 -7.573171 0.424838 0.14 0.60 0.26
H -3.333358 -8.077151 -0.686222 -0.08 -0.12 -0.32
H -4.735208 -6.041511 -0.050532 -0.26 0.03 -0.28
H -3.452398 -5.963961 -1.258032 0.49 0.83 0.30
H -3.311728 -5.473371 1.545388 0.14 0.37 0.46
H -3.673778 -9.026061 1.295768 0.00 -0.01 0.05
C -4.863568 2.524289 7.362968 -0.28 0.54 -0.07
C -3.621878 2.036749 6.714458 0.43 -0.37 -0.94
O -2.951528 2.996839 5.849278 -0.76 -1.18 0.01
O -4.538878 3.610329 8.195638 -0.38 0.07 1.50
H -5.317578 1.682939 7.886518 0.49 0.12 1.03
H -5.725808 2.749839 6.735458 0.43 0.48 -0.89
H -3.930688 1.133479 6.188298 0.30 0.25 -1.04
H -2.920678 1.614129 7.434048 0.10 0.53 0.45
H -2.760978 3.816089 6.312008 -0.02 -0.19 0.38
H -4.280028 4.417349 7.744738 -0.31 -0.27 -0.47
C 3.200012 -4.356141 5.686388 0.07 -1.15 0.52
C 3.131252 -3.339411 4.581458 -1.48 0.61 0.56
O 3.993422 -2.239461 4.748438 1.30 0.10 -0.22
O 4.157872 -5.390471 5.435388 0.44 0.43 0.29
H 2.275572 -4.891341 5.903378 -0.63 0.40 -0.49
H 3.407812 -3.868681 6.638918 0.59 0.05 -0.05
H 2.167272 -2.832631 4.626348 -0.75 -0.84 -0.38
H 3.246972 -3.864801 3.633478 0.28 0.41 -0.19
H 3.485342 -1.540251 5.166238 0.19 -0.03 -0.05
H 3.740492 -6.067001 4.897158 -0.03 0.05 -0.02
C -6.699928 0.769819 1.369818 -0.41 1.62 -0.15
C -7.744578 1.906019 1.365938 0.43 -0.37 -0.41
O -8.800118 1.588439 2.200058 -1.19 -0.54 1.56
O -7.105938 -0.398281 0.750998 -0.38 -0.98 -0.63
H -6.386948 0.589519 2.398238 0.22 0.14 0.08
H -5.893168 1.168739 0.754918 0.42 -0.13 0.24
H -8.211968 2.056079 0.392728 0.76 0.08 -0.59
H -7.284438 2.825629 1.727428 0.43 0.13 -0.28
H -9.216638 2.406989 2.479498 -0.17 -0.14 0.05
H -7.539238 -1.000181 1.360558 -0.10 0.21 0.12
C 6.840452 0.373439 -0.110882 0.07 0.57 0.11
C 6.165512 1.745939 -0.106002 0.39 -0.87 0.84
O 5.448512 1.933859 -1.300802 0.02 0.41 -0.55
O 5.876442 -0.617381 0.176698 0.11 -0.66 -0.68
H 7.730402 0.231969 0.502348 -0.17 0.54 0.88
H 7.335242 0.295559 -1.078982 -0.83 -0.63 -0.58
H 6.954072 2.466269 0.111758 -0.25 0.64 -0.43
H 5.375042 1.791669 0.643108 0.65 -0.04 0.87
H 4.532062 1.929419 -1.014922 -0.09 0.02 -0.54
H 5.714432 -0.593091 1.122608 0.01 -0.03 0.06
C -2.182418 6.606459 0.685788 0.84 1.95 -2.25
O -2.227988 7.598569 0.001168 0.16 1.58 -0.53
N -1.166738 6.253399 1.430668 3.55 -0.10 3.05
N -3.045438 5.637179 0.580198 -2.73 -1.91 0.62
H -1.184308 5.423019 2.005358 0.20 0.21 -0.30
H -0.362998 6.852499 1.553858 -0.41 0.13 0.02
H -2.873778 5.007259 1.350808 -1.09 -1.21 -1.22
H -3.372338 5.505679 -0.366342 -0.46 -0.66 0.61
C -0.359428 0.465499 0.540278 3.52 6.69 1.78
O 0.314512 1.491289 0.487208 0.98 0.56 -0.42
N -0.984518 0.139579 1.591188 -3.72 -1.87 6.58
N -0.566188 -0.343341 -0.369692 -1.25 -5.54 -7.16
H -0.920368 0.608609 2.483378 0.16 0.18 -0.57
H -1.538658 -0.704751 1.580278 0.14 0.22 0.51
H -1.369768 -0.934511 -0.212012 0.44 -0.32 -1.00
H -0.158438 -0.251281 -1.289132 -0.28 0.07 0.28
C -0.313278 4.606659 -5.831162 -3.12 1.74 1.05
O -1.240578 5.377559 -5.768242 -1.10 1.62 0.30
N 0.374652 4.156289 -4.825552 2.43 -1.31 2.33
N 0.005562 4.019899 -6.936252 1.22 -1.76 -4.33
H 0.198942 4.378769 -3.856152 0.13 -0.17 -0.45
H 0.979542 3.432439 -5.186442 0.44 -0.04 1.81
H 0.672732 3.261989 -6.912392 -0.33 0.17 -0.82
H -0.556878 4.245919 -7.744132 0.38 -0.32 0.10
C -2.346688 -4.212061 7.305168 -3.72 0.66 -4.45
O -3.194098 -3.950101 6.409258 1.07 -1.28 1.57
N -1.982518 -5.388991 7.782358 0.51 -2.36 1.07
N -1.630478 -3.252121 7.799668 2.35 2.72 2.00
H -2.434018 -6.272901 7.595388 -0.04 0.52 -0.07
H -1.335878 -5.315361 8.554718 -0.27 -0.88 -0.16
H -0.982138 -3.524631 8.524578 0.07 1.04 -0.14
H -1.779718 -2.292531 7.522178 0.05 -0.41 0.18
```
Positions in Å, forces in eV/Å.

Here is a molecular structure, C36H97F3N8O11Ti from the Open Molecules 2025 dataset. Energies are from ωB97M-V/def2-TZVPD.

Output
**LUMO level (alpha / beta)**: -5.79 / -5.44 eV
**HOMO energy (alpha / beta)**: -8.547 / -9.102 eV
**Relative energy (zero: lowest compared OMol25 entry of this formula, charge and spin)**: 216.2 kcal/mol
**HOMO-LUMO gap (alpha / beta)**: 2.752 / 3.662 eV
**Electronic energy**: -3843.6590 Eh
**Maximum force**: 0.065 hartree/bohr
**2S+1**: 4
**Net charge**: +1
**⟨S²⟩**: 3.8078

XYZ file:
```
156
Properties=species:S:1:pos:R:3:forces:R:3
Ti -3.185401 6.459364 -3.664725 -0.41 -0.20 0.32
O 1.288599 3.434054 -5.379935 0.53 0.01 -0.39
H 0.692589 3.123944 -4.694215 -0.81 -1.21 1.82
H 0.809579 3.404724 -6.211365 -0.32 -0.37 -1.09
H 1.466969 4.359194 -5.195815 0.63 0.96 0.35
C 0.300799 0.898964 -1.024025 -0.96 2.90 -1.04
O 1.155589 0.169694 -1.889165 -0.61 -0.11 -0.85
O -0.364551 1.862094 -1.834275 0.58 -2.08 1.59
C -0.637741 0.048924 0.028465 0.92 0.45 -1.41
F -1.571041 0.824154 0.628345 0.95 -0.13 0.10
F -1.301571 -0.948316 -0.521395 -0.54 -0.74 -0.73
F 0.161179 -0.550556 0.970465 -0.44 0.88 -0.07
C 2.140279 -0.678126 -1.377175 0.17 -0.66 0.30
C 3.028579 -1.203306 -2.470315 0.05 -0.19 -2.06
H 3.914189 -1.788076 -2.221635 -0.22 0.02 0.81
H 2.524189 -1.794436 -3.234705 -0.47 -0.25 0.22
H 3.423929 -0.391926 -3.081435 0.06 0.50 0.22
H 1.581779 -1.481766 -0.897235 0.73 -0.27 0.60
H 2.867589 -0.157596 -0.754145 -0.50 0.20 0.96
H 0.953829 1.416064 -0.320995 0.34 0.17 0.52
C 4.192109 -4.403876 -8.622295 -0.53 0.65 -0.10
C 4.323769 -3.415526 -9.793715 0.27 -0.16 -0.26
C 5.260369 -2.264786 -9.383425 0.12 0.25 0.14
O 5.280229 -1.169726 -10.322085 0.02 -1.04 0.25
C 5.730389 0.093544 -9.852065 -0.29 -0.83 -0.25
N 4.799839 -4.180306 -10.965925 0.61 0.56 0.45
H 3.767299 -3.927796 -7.738555 0.21 0.23 0.14
H 5.171079 -4.821596 -8.387325 -0.13 -0.13 -0.03
H 3.467039 -5.185846 -8.847905 0.30 -0.22 -0.28
H 3.377609 -2.962926 -10.090415 -0.38 0.19 0.57
H 6.257289 -2.639426 -9.151255 0.45 -0.18 -0.64
H 4.962439 -1.926906 -8.390865 -0.63 0.39 0.08
H 6.759319 0.111134 -9.492785 0.21 -0.29 -0.04
H 5.091619 0.411154 -9.027925 -0.16 0.37 0.02
H 5.658379 0.726584 -10.736475 -0.08 0.28 0.33
H 5.128399 -3.512776 -11.648975 0.04 -0.03 -0.32
H 4.028129 -4.686246 -11.376515 -0.05 -0.05 -0.04
C -8.455711 -4.519396 4.063565 -0.42 -0.64 -0.71
C -7.335561 -4.014876 3.078195 -1.07 -1.43 0.82
C -7.591161 -4.525696 1.596805 0.50 0.92 0.34
O -7.629631 -5.932806 1.525005 0.46 -0.56 0.37
C -7.698541 -6.427586 0.195485 -1.22 0.64 -0.05
N -7.254041 -2.583536 3.312935 -0.44 0.63 -1.21
H -9.441871 -4.086876 3.894695 0.20 0.75 -0.51
H -8.297571 -4.343556 5.127605 0.65 0.06 -0.09
H -8.718611 -5.569616 3.936945 0.69 -0.31 0.03
H -6.371961 -4.425476 3.379835 -0.04 -0.72 -0.07
H -6.800061 -4.202036 0.920415 0.59 0.38 0.19
H -8.473751 -4.085016 1.133205 -0.63 0.03 0.34
H -8.032591 -7.465106 0.187435 0.17 0.06 0.36
H -6.834591 -6.334656 -0.462575 0.66 0.15 0.56
H -8.473461 -5.836556 -0.292655 -0.32 -0.09 -0.40
H -6.695511 -2.129396 2.604485 0.22 0.14 0.02
H -6.828051 -2.411116 4.212325 0.02 -0.01 0.00
C 7.137299 4.524314 0.477165 -0.28 1.20 0.72
C 6.837549 3.747104 1.768045 0.39 0.29 -1.11
C 5.594339 4.176904 2.540175 0.05 1.33 0.46
O 5.708189 5.545824 2.938875 1.30 0.38 -0.83
C 4.519129 6.124164 3.378645 0.21 -0.37 0.79
N 6.754179 2.376214 1.462105 -0.89 -3.19 -0.33
H 7.417299 5.513334 0.839855 0.71 0.18 -0.60
H 6.337859 4.731804 -0.234125 -0.69 -0.42 0.33
H 7.873839 3.978874 -0.112855 0.46 0.39 0.33
H 7.752449 3.768594 2.360165 -0.20 0.78 0.50
H 5.437019 3.620554 3.464205 0.08 -0.61 -0.18
H 4.702889 4.124664 1.915135 -0.14 -0.51 -0.29
H 4.196199 5.518644 4.225515 -0.90 -0.13 -0.04
H 3.792529 6.217254 2.571505 -0.32 -0.17 0.06
H 4.697519 7.105164 3.818995 0.35 0.10 -0.37
H 7.581709 1.970314 1.049145 0.59 0.36 0.48
H 6.090159 2.134504 0.740465 -0.74 0.36 0.08
C -7.784111 2.376704 10.619625 1.39 -0.27 0.20
C -8.005451 3.061944 9.269655 -0.37 0.44 0.89
C -7.691581 2.203404 8.061615 0.88 -0.07 -0.46
O -6.311441 1.700294 8.056685 -1.11 -0.09 0.25
C -5.330101 2.662594 7.706425 -0.19 0.34 0.06
N -9.429641 3.496164 9.206965 0.74 -0.27 -0.53
H -6.741251 2.123094 10.809925 0.30 -0.26 -0.51
H -8.325211 1.440714 10.758295 -0.36 0.15 -0.08
H -7.932461 3.060074 11.455745 -0.75 0.13 -0.11
H -7.343591 3.927874 9.255235 -0.21 0.30 -0.10
H -7.890411 2.661784 7.092865 0.27 0.93 0.09
H -8.464951 1.437444 8.004155 0.68 -1.06 0.45
H -5.531481 3.092264 6.725135 -0.09 0.10 -0.16
H -4.320721 2.251544 7.689615 -0.31 -0.73 -0.09
H -5.224701 3.475164 8.425255 -0.45 0.22 0.20
H -9.931521 2.622284 9.274405 -0.51 -0.22 -0.21
H -9.661661 3.939734 10.084185 0.09 0.36 0.11
C 3.870079 -2.348146 4.840715 -0.27 -0.70 -0.38
C 4.955339 -3.369276 4.420375 -0.93 0.80 0.08
C 4.551229 -4.028146 3.094825 0.22 -0.43 -1.12
O 5.283149 -5.242766 2.642035 -0.79 1.65 0.75
C 4.924249 -6.327696 3.464825 -0.26 -0.15 0.25
N 6.186519 -2.624266 4.320885 0.84 -0.44 0.04
H 3.591659 -1.740676 3.979575 -0.24 0.00 -0.13
H 4.154999 -1.644276 5.622695 0.43 -0.34 0.06
H 3.013769 -2.919736 5.198665 -0.28 0.28 -0.12
H 4.960799 -4.106056 5.223625 0.55 -0.16 -0.03
H 4.664869 -3.313906 2.279325 0.69 0.18 0.01
H 3.469479 -4.146266 3.032015 -0.26 -0.93 0.45
H 5.242119 -7.297686 3.082515 0.30 0.29 -0.46
H 3.836109 -6.360366 3.519415 -0.18 -0.15 0.36
H 5.368299 -6.223366 4.454795 -0.17 -0.03 0.23
H 6.816849 -3.147556 3.730175 0.44 -0.10 0.03
H 6.011479 -1.768416 3.813945 -0.09 0.24 -0.02
C -6.724651 1.733794 -4.688525 -0.66 0.46 0.74
C -7.292761 2.843744 -5.577565 0.49 0.17 -1.05
C -8.652961 3.321014 -5.176175 -0.97 -0.02 0.42
O -8.692101 4.071844 -3.985885 0.93 -0.92 -0.02
C -9.945261 4.576884 -3.646585 -0.35 0.75 0.32
N -6.234871 3.854184 -5.807295 0.67 -0.19 0.87
H -6.804381 2.037554 -3.644745 -0.21 0.03 0.12
H -5.662301 1.513384 -4.793075 -0.07 -0.05 -0.62
H -7.334601 0.840014 -4.819725 0.25 -0.11 0.03
H -7.441111 2.451524 -6.583675 -0.51 -0.67 -0.02
H -9.238381 2.406554 -5.080505 -0.24 -0.34 0.36
H -9.208481 3.841754 -5.956125 0.42 0.49 -0.46
H -9.928871 4.764844 -2.573045 0.02 0.25 -0.07
H -10.826341 3.959114 -3.820215 0.24 -0.61 -0.29
H -10.096171 5.502824 -4.201535 -0.25 0.29 0.10
H -5.554721 3.175274 -6.118055 0.98 0.60 -0.23
H -6.394411 4.454034 -6.604055 -0.53 0.00 -0.15
C -6.694901 5.473444 2.416215 1.53 0.70 0.53
C -5.584921 6.282704 1.571585 -1.30 -0.02 2.48
C -4.255431 6.550244 2.291235 -0.16 -0.24 1.79
O -4.422131 7.255064 3.542265 0.20 -0.09 -0.73
C -3.191581 7.527394 4.194425 -0.29 0.39 0.97
N -5.236651 5.679234 0.349245 0.32 -0.59 -2.36
H -6.387231 4.510664 2.824245 0.54 -0.16 -0.35
H -7.645811 5.279484 1.919965 0.15 0.47 -0.39
H -6.856351 6.069554 3.314375 -0.37 0.14 -0.05
H -6.057381 7.257564 1.451095 0.04 0.14 -0.54
H -3.528121 7.079714 1.675785 -0.22 0.22 -0.39
H -3.805101 5.590544 2.544755 0.18 -0.39 -0.10
H -3.377541 8.066764 5.123185 -0.68 0.18 -0.08
H -2.523891 8.206374 3.664065 0.10 -0.31 -0.61
H -2.673851 6.654494 4.592035 0.15 -0.49 -0.71
H -4.579621 4.918624 0.448735 0.18 -0.09 0.40
H -6.032731 5.251214 -0.101485 -0.24 0.13 -0.04
C 9.138239 -6.756756 -3.390615 1.61 -1.63 -0.53
C 10.227859 -6.777756 -2.316755 -2.50 1.16 0.92
C 11.624579 -6.641486 -2.881485 0.53 0.12 0.21
O 12.579779 -7.071526 -1.918555 0.78 0.32 -0.21
C 13.883689 -6.598326 -2.272325 0.00 -0.02 0.27
N 9.778059 -5.687606 -1.411605 2.06 0.45 0.64
H 9.338649 -5.881136 -4.008055 -0.51 -0.04 -0.10
H 8.108219 -6.868196 -3.051875 0.22 0.43 0.27
H 9.371369 -7.673346 -3.932485 -0.41 0.08 -0.84
H 10.213779 -7.663386 -1.681505 0.08 -0.69 -0.62
H 11.962839 -5.652116 -3.189405 -0.80 0.54 0.02
H 11.715849 -7.248766 -3.782025 -0.11 -0.39 -0.16
H 13.969699 -5.512116 -2.301645 -0.46 0.34 0.32
H 14.215359 -6.881356 -3.271315 -0.20 -0.61 -0.15
H 14.611479 -6.945056 -1.538695 -0.24 -0.23 -0.02
H 8.829409 -5.742076 -1.069265 -0.24 -0.52 -0.53
H 10.333989 -5.861556 -0.586505 0.16 0.69 0.52
```
Positions in Å, forces in eV/Å.

Here is a molecular structure, C5H6N2 from the Open Molecules 2025 dataset. Energies are from ωB97M-V/def2-TZVPD.

Output
**LUMO level**: 0.80 eV
**HOMO energy**: -8.271 eV
**Relative energy (zero: lowest compared OMol25 entry of this formula, charge and spin)**: 125.1 kcal/mol
**HOMO-LUMO gap**: 9.068 eV
**Electronic energy**: -303.4366 Eh
**Maximum force**: 0.013 hartree/bohr
**Net charge**: 0

XYZ file:
```
13
Properties=species:S:1:pos:R:3:forces:R:3
C -1.131300 -0.314833 -0.092488 -0.39 -0.14 -0.34
C -1.400622 1.132794 0.340772 -0.04 0.05 -0.07
C 0.051537 0.814433 0.385867 -0.01 0.05 -0.36
N 1.136936 1.145218 -0.323928 -0.07 -0.19 0.14
C 1.773371 -0.015824 -0.453279 0.09 -0.04 0.08
C 1.014502 -1.093620 0.078482 0.39 -0.08 0.24
N 0.015158 -0.497051 0.915367 0.29 -0.12 0.37
H 0.058010 -1.007368 -0.910585 -0.48 0.46 -0.03
H -1.864090 -1.114239 -0.171364 0.11 0.16 0.13
H -1.715490 1.827001 -0.436167 0.10 -0.09 0.09
H -1.895398 1.315334 1.304159 0.12 -0.16 -0.20
H 2.671269 -0.101203 -1.055764 -0.13 0.02 0.03
H 1.380791 -2.088315 0.298080 0.02 0.08 -0.08
```
Positions in Å, forces in eV/Å.